1.
{
  "formula": "C4H6N2",
  "method": "ωB97M-V/def2-TZVPD",
  "orbital_gap_ev": 9.83,
  "de_lowest_kj_mol": 318.4,
  "multiplicity": 1,
  "total_energy_ha": -265.41429,
  "largest_force_ev_per_a": 0.45,
  "symbols": ["H", "N", "C", "C", "C", "N", "C", "H", "H", "H", "H", "H"],
  "positions_angstrom": [[1.614, 1.946, -1.038], [1.972, 1.037, -0.729], [1.034, 0.502, -0.079], [-0.318, 0.654, 0.457], [-1.209, -0.285, -0.361], [-0.434, -1.458, 0.117], [0.557, -0.601, 0.760], [-0.658, 1.405, 1.161], [-1.159, -0.099, -1.443], [-2.259, -0.315, -0.058], [-0.065, -2.060, -0.613], [1.029, -0.883, 1.697]],
  "lowdin_charge": [0.06, 0.15, -0.33, -0.12, -0.16, -0.01, -0.18, 0.13, 0.11, 0.11, 0.10, 0.13]
}


2.
{
  "formula": "C6H12O",
  "method": "ωB97M-V/def2-TZVPD",
  "charge": -1,
  "orbital_gap_ev": [2.84, 6.03],
  "de_lowest_kj_mol": 273.1,
  "multiplicity": 2,
  "total_energy_ha": -310.89952,
  "largest_force_ev_per_a": 4.11,
  "s2": 0.761,
  "symbols": ["C", "C", "C", "C", "C", "C", "H", "H", "H", "H", "H", "H", "H", "H", "H", "H", "H", "H", "O"],
  "positions_angstrom": [[0.022, 1.278, -0.878], [1.312, 1.711, -1.095], [0.089, -1.116, -0.356], [-0.633, -0.091, -0.760], [-2.029, -0.129, -1.243], [-0.249, -2.503, 0.039], [-0.689, 1.915, -1.381], [2.141, 1.181, -0.553], [1.577, 2.544, -1.712], [1.152, -0.773, -0.196], [-2.719, -0.952, -1.106], [-1.996, 0.205, -2.325], [-2.573, 0.698, -0.741], [0.783, -3.032, 0.433], [-0.366, -2.817, -1.063], [-1.203, -2.714, 0.518], [2.104, 0.851, 2.990], [1.129, 0.165, 4.006], [1.199, 0.978, 3.361]],
  "lowdin_charge": [-0.28, -0.17, -0.28, -0.41, -0.13, -0.17, 0.04, -0.02, -0.04, 0.08, 0.05, 0.08, 0.07, 0.10, 0.07, 0.04, 0.03, 0.08, -0.14]
}


3.
{
  "formula": "CH3I3Si",
  "method": "ωB97M-V/def2-TZVPD",
  "orbital_gap_ev": 7.23,
  "de_lowest_kj_mol": 651.1,
  "multiplicity": 1,
  "total_energy_ha": -1222.34546,
  "largest_force_ev_per_a": 1.17,
  "symbols": ["C", "Si", "I", "I", "I", "H", "H", "H"],
  "positions_angstrom": [[-1.884, 1.353, 0.315], [1.426, -0.363, 0.219], [-2.480, -0.378, 1.345], [-2.257, 1.227, -1.774], [0.345, -2.059, -1.241], [0.407, -0.187, 1.323], [1.556, 0.914, -0.525], [2.887, -0.507, 0.337]],
  "lowdin_charge": [-1.14, 0.12, 0.61, 0.57, 0.24, -0.17, -0.12, -0.12]
}


4.
{
  "formula": "C7H10",
  "method": "ωB97M-V/def2-TZVPD",
  "orbital_gap_ev": 9.58,
  "de_lowest_kj_mol": 424.9,
  "multiplicity": 1,
  "total_energy_ha": -272.55616,
  "largest_force_ev_per_a": 1.34,
  "symbols": ["C", "C", "C", "C", "C", "C", "C", "H", "H", "H", "H", "H", "H", "H", "H", "H", "H"],
  "positions_angstrom": [[-0.901, 2.044, -0.113], [-0.651, 1.309, 0.821], [-0.440, -0.115, 0.416], [1.007, -0.561, 0.495], [2.027, 0.448, -0.042], [-1.256, -0.494, -0.822], [-1.531, -1.117, 0.520], [-0.994, 2.503, -1.066], [1.072, -1.493, -0.076], [1.244, -0.797, 1.540], [1.820, 0.730, -1.081], [3.033, 0.016, -0.011], [2.030, 1.369, 0.553], [-2.045, 0.150, -1.224], [-0.734, -1.040, -1.597], [-1.234, -2.149, 0.666], [-2.444, -0.804, 1.020]],
  "lowdin_charge": [0.14, -0.04, -0.50, -0.20, -0.10, -0.11, -0.09, 0.06, 0.11, 0.12, 0.08, 0.07, 0.07, 0.10, 0.10, 0.10, 0.11]
}